The following is a quantum chemistry calculation of a molecular structure, C10H9F6N5O4S3V in a non-equilibrium geometry, from the Open Molecules 2025 dataset.

HOMO (alpha / beta) ... -7.38 / -8.42 eV
Energy above the lowest of the compared OMol25 structures with the same formula, charge and spin ... 14.7 kcal per mole
Multiplicity ... 4
⟨S²⟩ ... 3.7738
Frontier orbital gap (alpha / beta) ... 7.05 / 7.62 eV

Geometry (Å):
V -0.260 0.582 -0.297
C -0.612 -0.425 3.762
C -0.676 -0.342 2.280
N -0.517 0.736 1.592
N -0.520 1.993 2.155
C -1.092 2.822 1.297
N -1.202 4.116 1.657
S -1.814 2.330 -0.237
C -1.086 -1.457 1.402
C -1.445 -2.721 1.835
C -1.997 -3.614 0.936
C -2.190 -3.226 -0.382
C -1.795 -1.962 -0.756
N -1.250 -1.087 0.102
H -0.559 0.578 4.176
H 0.279 -0.980 4.068
H -1.484 -0.939 4.172
H -0.745 4.435 2.493
H -1.557 4.778 0.993
H -1.293 -2.993 2.871
H -2.285 -4.605 1.262
H -2.629 -3.895 -1.109
H -1.909 -1.616 -1.774
F 2.184 -1.903 -4.397
C 1.252 -0.991 -4.205
F 1.458 0.043 -5.000
F 0.059 -1.512 -4.458
S 1.241 -0.475 -2.453
O 0.195 0.580 -2.366
O 0.970 -1.674 -1.710
N 2.692 0.105 -2.274
S 2.968 0.760 -0.854
O 2.021 0.274 0.166
O 4.351 0.851 -0.547
C 2.426 2.536 -1.077
F 3.295 3.344 -0.502
F 1.236 2.704 -0.471
F 2.294 2.852 -2.349